21
Properties=species:S:1:pos:R:3:forces:R:3 method="wB97M-V/def2-TZVPD" de_lowest_kcal_mol=40.8 smiles="C/C=C/C(=C/N)CC" spin_multiplicity=1 e_lumo_ev=1.07 energy_ev=-8958.165 homo_lumo_gap_ev=8.99
C -1.273224 -0.864437 -2.953847 1.4 -0.4 -0.5
C -1.146017 -0.743877 -1.461833 0.3 -0.7 -0.6
C -0.005842 -0.677199 -0.776690 -1.3 1.2 0.3
C -0.022159 -0.211535 0.652991 1.2 -1.3 -0.8
C 0.038987 -1.188721 1.549719 1.0 -0.6 1.6
N 0.265541 -1.124862 2.948484 -0.6 0.3 0.4
C 0.172779 1.236778 0.903857 -1.5 1.5 1.8
C 1.332267 2.026931 0.285166 0.7 -0.5 0.3
H -1.052455 0.102002 -3.410569 -0.9 0.3 0.0
H -2.219494 -1.302986 -3.224724 -0.4 0.3 -0.3
H -0.497158 -1.451734 -3.487797 -0.2 -0.2 0.8
H -2.117817 -0.734879 -0.963805 0.4 0.4 0.3
H 0.962196 -0.744145 -1.262395 0.0 0.0 -0.2
H 0.011088 -2.245636 1.266315 -0.1 0.5 -0.4
H 0.181965 -0.273915 3.479697 -0.1 0.3 -0.5
H 1.009424 -1.672535 3.347137 -0.1 -0.4 -0.4
H -0.771877 1.771083 0.628801 0.5 -0.4 -0.1
H 0.180511 1.440122 2.008545 0.1 -0.5 -0.7
H 0.921471 2.725553 -0.437635 0.5 0.1 -0.2
H 2.102878 1.380376 -0.141008 -0.3 -0.1 -0.5
H 1.926939 2.553622 1.049584 -0.6 0.2 -0.2